This record from the OMol25 dataset describes a molecular structure, C3H11InN2O4. The level of theory is wB97M-V/def2-TZVPD.

Calculated values
Largest force on an atom: 3.00 eV Å⁻¹
HOMO: -16.9 eV
Charge: +2
E_tot: -19608.9730 eV
Kohn-Sham gap: 2.93 eV

Geometry (Å):
In1 -17.3742 8.7601 -14.6337
O1 -15.9422 6.1558 -14.6806
H1 -15.2547 6.1966 -13.9919
C1 -11.7983 5.4039 -12.7658
C2 -12.7694 4.1662 -12.7406
O2 -12.1962 2.9219 -12.8577
O3 -11.2771 5.5190 -14.0711
H2 -10.9578 5.4078 -12.0704
H3 -12.3644 6.3339 -12.6871
H4 -13.5971 4.3114 -13.4401
H5 -13.2766 4.2934 -11.7729
H6 -12.4976 2.6048 -13.7218
H7 -11.6177 6.2765 -14.5627
C3 -16.6777 6.1278 -11.5900
O4 -17.1449 7.1972 -11.9582
N1 -16.6785 5.0792 -12.4627
N2 -16.2207 5.7758 -10.3845
H8 -16.8078 5.3732 -13.4426
H9 -15.9096 4.4309 -12.3256
H10 -16.0508 4.7891 -10.2844
H11 -16.4692 6.4498 -9.6706

Want to see where the charge sits? The natural (NBO) charges in e are: In 1.00; O -0.61; H 0.43; C -0.07; C -0.07; O -0.51; O -0.54; H 0.27; H 0.19; H 0.17; H 0.22; H 0.51; H 0.50; C 0.72; O -0.64; N -0.55; N -0.73; H 0.42; H 0.39; H 0.42; H 0.46